Below is C30H50P2Y as an isolated structure at a distorted geometry, with properties calculated with ωB97M-V with the def2-TZVPD basis set.

Structure (XYZ):
```
83
Properties=species:S:1:pos:R:3:forces:R:3:mulliken_charge:R:1
Y -0.3769 0.2108 -0.3080 1.3 -0.5 0.8 -0.387
C -2.1931 1.7683 0.3197 -0.7 -0.8 0.1 1.017
C -2.6692 0.8951 -0.7226 -0.1 -0.2 1.2 0.485
C -2.4076 -0.3473 1.2177 -0.1 0.4 -0.5 1.432
C -2.0205 0.9910 1.5073 -0.6 0.0 -0.5 -0.073
C -2.7807 -0.4241 -0.1564 -0.2 1.0 0.2 0.452
C -2.1131 3.2504 0.2317 0.2 0.5 0.0 -1.403
H -1.7381 3.5697 -0.7507 -0.1 0.1 0.2 0.249
H -1.4535 3.6605 1.0105 -0.2 0.0 -0.3 0.289
H -3.1105 3.7043 0.3677 0.4 -0.1 -0.1 0.321
C -1.6355 1.4564 2.8664 -0.1 0.3 0.6 -1.312
H -1.4189 2.5259 2.8962 0.0 -0.1 -0.1 0.421
H -0.7546 0.8969 3.2183 -0.2 0.2 -0.1 -0.620
H -2.4391 1.2794 3.5982 0.1 0.0 -0.3 0.415
C -2.5807 -1.4272 2.2282 0.1 -0.5 0.3 -1.462
H -3.6396 -1.7091 2.3602 0.3 0.2 -0.2 0.346
H -2.2090 -1.1254 3.2164 0.0 -0.1 -0.4 0.445
H -2.0463 -2.3354 1.9188 -0.1 0.0 0.2 0.139
C -3.3563 -1.6135 -0.8424 -0.1 -0.4 -0.2 -1.408
H -4.4570 -1.6071 -0.7850 0.3 0.0 0.0 0.295
H -2.9964 -2.5379 -0.3740 -0.2 0.1 -0.2 0.385
H -3.0757 -1.6292 -1.9041 -0.1 -0.1 0.2 0.137
C -3.1337 1.3094 -2.0701 -0.2 0.1 -0.4 -1.358
H -4.1415 1.7461 -2.0267 0.2 -0.1 0.0 0.392
H -3.1678 0.4509 -2.7464 -0.1 0.2 0.1 0.409
H -2.4690 2.0572 -2.5115 -0.2 0.0 0.0 0.146
C 1.2875 0.5573 -2.7226 -0.4 1.0 -0.1 -0.170
C 0.2282 1.3928 -2.8701 1.0 0.1 0.0 0.484
C -0.3866 1.6713 -4.2159 -0.3 0.6 -0.2 -1.510
C -1.2558 0.5596 -4.8694 -0.7 0.1 -0.2 -1.458
C -1.3529 -0.7618 -4.1503 0.0 -0.3 -0.3 -0.377
C -0.3049 -1.5767 -3.9985 -0.2 0.0 -0.1 -0.355
C 1.0534 -1.2662 -4.5746 0.1 -0.6 -0.2 -1.342
C 1.9003 -0.1735 -3.8804 0.7 -0.2 0.1 -1.407
H 0.3981 1.9700 -4.9319 0.0 -0.2 0.4 0.521
H -0.9022 0.4069 -5.9038 -0.1 -0.1 0.4 0.544
H -1.0126 2.5753 -4.1166 0.2 -0.4 0.0 0.547
H 2.2355 0.5472 -4.6436 -0.3 0.0 0.3 0.469
H 1.9146 0.5233 -1.8135 -0.6 0.1 0.0 0.433
H -0.0912 2.1259 -2.0977 0.3 -0.6 0.0 0.598
H 2.8319 -0.6386 -3.5271 -0.3 0.1 0.0 0.448
H 1.6323 -2.2043 -4.5524 -0.2 0.4 -0.1 0.432
H -0.4071 -2.5696 -3.5515 -0.2 0.4 -0.1 0.651
H 0.9476 -1.0014 -5.6396 -0.1 -0.1 0.3 0.461
H -2.2813 0.9518 -4.9635 0.4 -0.1 -0.1 0.316
H -2.3709 -1.0792 -3.8936 0.6 0.0 0.1 0.985
P 1.5210 2.1136 0.7527 0.6 0.9 0.4 1.592
C 1.3299 2.9778 2.3575 -0.4 0.0 0.3 -1.404
H 2.2920 3.4412 2.6177 -0.3 0.0 -0.2 0.517
H 1.0677 2.2570 3.1400 0.0 0.2 -0.2 0.151
H 0.5535 3.7553 2.3071 0.2 -0.3 0.0 0.442
C 3.2529 1.5403 0.9586 0.1 -0.4 -0.2 -1.434
H 3.8074 2.2855 1.5514 -0.1 -0.3 -0.3 0.459
H 3.7286 1.4254 -0.0271 -0.1 0.0 0.3 0.478
H 3.2785 0.5767 1.4839 0.0 0.2 -0.1 0.257
C 1.8222 3.5726 -0.3357 -0.1 0.0 -0.2 -1.381
H 2.2177 3.2468 -1.3063 0.0 0.1 0.2 0.341
H 2.5391 4.2617 0.1341 -0.2 -0.2 -0.1 0.468
H 0.8809 4.1091 -0.5177 0.2 -0.1 0.1 0.316
P 0.8252 -2.3837 0.1337 0.3 -1.0 -0.3 1.262
C -0.2214 -3.6365 -0.6991 -0.4 -0.2 -0.2 -1.229
H 0.4056 -4.4723 -1.0452 -0.2 0.2 0.2 0.470
H -0.7095 -3.1850 -1.5791 0.1 -0.2 0.3 0.019
H -1.0072 -4.0216 -0.0327 0.2 0.1 -0.2 0.400
C 2.2951 -2.6197 -0.9507 0.3 0.2 0.0 -1.360
H 2.0089 -2.6044 -2.0159 0.1 0.0 0.4 0.188
H 2.7443 -3.5984 -0.6977 -0.1 0.5 -0.3 0.536
H 3.0269 -1.8234 -0.7561 0.0 -0.3 -0.1 0.333
C 1.3754 -3.2987 1.6198 -0.1 0.2 0.2 -1.370
H 1.9183 -4.2162 1.3348 -0.3 0.3 0.0 0.544
H 0.4827 -3.5601 2.2077 0.4 0.1 0.0 0.351
H 2.0268 -2.6583 2.2285 -0.3 -0.1 -0.1 0.349
C 1.9744 -1.2639 6.1624 0.0 0.1 -0.2 -0.655
C 0.8204 -1.8980 5.6830 -0.2 0.5 -1.0 -0.806
C 0.2631 -1.5048 4.4291 1.0 -0.5 2.3 -0.226
C 0.8761 -0.4733 3.7732 -0.5 0.6 -3.7 0.707
C 2.0652 0.1060 4.1321 0.7 -0.7 2.4 -0.095
C 2.6091 -0.2744 5.4027 -0.3 0.3 -1.0 -0.775
H 2.3970 -1.5508 7.1243 -0.1 0.0 -0.2 0.350
H 0.3459 -2.6819 6.2557 0.0 -0.1 0.2 0.415
H -0.6113 -2.0328 4.0539 0.1 0.1 0.1 0.263
H 2.6003 0.8454 3.5232 -0.2 -0.2 0.4 0.113
H 3.5173 0.2176 5.7533 -0.1 -0.2 0.1 0.395
```
Positions in Å, forces in eV/Å.

Properties
HOMO energy (alpha / beta) = -0.284 / -0.304 Ha
HOMO-LUMO gap (alpha / beta) = 4.45 / 5.06 eV
E_tot = -1893.8359 a.u.
net charge = +1
spin multiplicity = 1
ΔE to the lowest compared entry with this formula, charge and spin = 4.9 kcal/mol